{
  "formula": "C14H27Br2N4O5",
  "method": "wB97M-V/def2-TZVPD",
  "species": ["Br", "Br", "O", "O", "O", "O", "O", "N", "N", "N", "N", "C", "C", "C", "C", "C", "C", "C", "C", "C", "C", "C", "C", "C", "C", "H", "H", "H", "H", "H", "H", "H", "H", "H", "H", "H", "H", "H", "H", "H", "H", "H", "H", "H", "H", "H", "H", "H", "H", "H", "H", "H"],
  "xyz": [[2.2401, 1.8318, -1.6907], [0.9521, -2.9160, -0.6801], [-1.5928, -2.0041, -2.6738], [-9.4992, -1.6281, -2.0436], [-3.0752, -0.2636, -1.9299], [-0.1980, 2.4572, 1.8930], [5.6769, 0.4765, 1.1324], [-0.9986, -0.1032, 0.4195], [-1.8610, 2.5078, 3.5021], [7.9039, 0.2234, 0.5545], [-7.2722, -1.8812, -2.6215], [9.2909, 0.4418, 0.9082], [-0.5505, -0.1626, -1.0607], [-1.3543, 2.6752, 2.2306], [-1.7214, -0.9060, -1.9259], [-3.2452, 2.7887, 3.8210], [0.9110, -0.9070, -1.0578], [-7.5789, -2.5467, -3.8706], [6.8681, 0.6291, 1.3696], [3.7008, -0.8794, -1.2440], [-8.3080, -1.4756, -1.8065], [7.5972, -0.4420, -0.6945], [2.2174, -0.1735, -1.2952], [-0.9832, 2.0362, 4.5529], [-5.8852, -1.6628, -2.2678], [7.2133, 1.1234, 2.2923], [9.7970, -0.5259, 0.9677], [-5.7997, -1.1530, -1.3045], [6.9874, 0.2240, -1.3125], [-1.5238, 1.9535, 5.4996], [8.5148, -0.7024, -1.2289], [-3.2798, 3.5636, 4.5920], [-2.1064, 3.0371, 1.5105], [-0.5831, 1.0577, 4.2704], [-0.5414, 0.9622, -1.4073], [9.7604, 1.0555, 0.1342], [4.2479, -0.5822, -2.2565], [7.0237, -1.3497, -0.4831], [-8.1523, -3.4543, -3.6592], [-5.3791, -2.6306, -2.2084], [-0.4524, 0.7311, 0.7897], [-8.1887, -1.8807, -4.4886], [-0.1513, 2.7383, 4.6638], [3.7095, -2.0374, -1.1177], [-0.5639, -0.9217, 0.9257], [-5.4157, -1.0491, -3.0419], [4.4004, -0.4489, -0.3771], [-7.9627, -0.9812, -0.8837], [-6.6612, -2.8070, -4.4050], [-3.7138, 1.8747, 4.1967], [-3.7903, 3.1353, 2.9389], [9.3764, 0.9516, 1.8716]],
  "total_charge": -1,
  "energy_ha": -6292.79164,
  "homo_lumo_gap_ev": 5.9276
}


{
  "formula": "C14H27BrCl14N3",
  "method": "wB97M-V/def2-TZVPD",
  "species": ["Br", "Cl", "Cl", "Cl", "Cl", "Cl", "Cl", "Cl", "Cl", "Cl", "Cl", "Cl", "Cl", "Cl", "Cl", "N", "N", "N", "C", "C", "C", "C", "C", "C", "C", "C", "C", "C", "C", "C", "C", "C", "H", "H", "H", "H", "H", "H", "H", "H", "H", "H", "H", "H", "H", "H", "H", "H", "H", "H", "H", "H", "H", "H", "H", "H", "H", "H", "H"],
  "xyz": [[3.3015, 1.7368, 0.5956], [-1.6418, -6.4996, 0.1086], [1.3703, -1.1665, 0.7380], [-0.0419, -6.6680, 2.5562], [1.5872, 5.5394, -0.2534], [-3.5977, -2.4209, -1.1509], [-3.0319, -2.6602, 4.0066], [-3.6373, 0.7310, 1.3045], [4.0379, 4.5746, -1.5381], [-5.9787, -3.0200, 0.4426], [-0.7774, 3.1246, 4.2084], [-1.0103, -0.5532, 4.1547], [1.6687, 2.1346, 2.8948], [-4.9999, 2.6034, -0.4834], [-0.6510, -3.2874, 0.6323], [0.9707, 0.5874, -1.9458], [2.9378, 1.5573, -2.8457], [2.1468, 2.2546, -0.7206], [-5.0983, 1.0531, 0.3557], [-0.8703, -7.5734, 1.2882], [3.9454, 0.4320, -2.9542], [2.0243, 1.4501, -1.8308], [-1.4292, 0.6978, -2.4708], [5.2468, 0.7314, -2.2720], [-0.2453, -1.6992, 1.2680], [-2.6345, -1.0654, 4.6497], [-1.8564, -0.5612, -2.3117], [0.8120, 3.5421, 3.5727], [3.1966, 5.9775, -0.8809], [-4.7425, -3.6738, -0.6363], [5.9330, -0.2305, -1.6772], [-0.3338, 1.2973, -1.6357], [4.1342, 0.3070, -4.0212], [-5.9477, 1.0699, 1.0273], [-4.1927, -4.4464, -0.1103], [0.6862, 4.2693, 2.7795], [3.5688, -0.5253, -2.5959], [-5.2091, 0.2631, -0.3783], [-0.9764, -0.9794, 0.9128], [5.6914, -1.2765, -1.8302], [1.0545, -0.1215, -1.1926], [-1.6357, -8.1898, 1.7432], [-1.9930, -1.0276, -1.3258], [5.6783, 1.7246, -2.2755], [3.7804, 6.3900, -0.0673], [1.4122, 3.9563, 4.3739], [-0.6117, 1.1849, -0.5807], [6.7562, -0.0086, -1.0128], [-3.3500, -0.3462, 4.2686], [-0.2530, -1.7283, 2.3519], [-0.1465, -8.1888, 0.7684], [2.3696, 1.4931, -3.6925], [-2.1108, -1.1316, -3.1966], [-1.9146, 1.3330, -3.2069], [-0.2332, 2.3630, -1.8334], [3.0685, 6.7116, -1.6667], [-2.6688, -1.1006, 5.7316], [1.6673, 3.1402, -0.6230], [-5.2252, -4.0813, -1.5163]],
  "total_charge": 1,
  "energy_ha": -9730.12508,
  "relative_energy_kcal_mol": 0.0,
  "homo_lumo_gap_ev": 6.3428
}


{
  "formula": "C14H27NO3S2",
  "method": "wB97M-V/def2-TZVPD",
  "species": ["S", "S", "O", "O", "O", "N", "C", "C", "C", "C", "C", "C", "C", "C", "C", "C", "C", "C", "C", "C", "H", "H", "H", "H", "H", "H", "H", "H", "H", "H", "H", "H", "H", "H", "H", "H", "H", "H", "H", "H", "H", "H", "H", "H", "H", "H", "H"],
  "xyz": [[2.1184, -0.0001, -1.9739], [-0.0514, -1.6809, -0.8876], [-2.5279, 3.0873, 0.5876], [-0.5597, 3.9404, 1.1936], [-1.1912, 1.5497, 3.3798], [1.4064, -2.3364, -3.0742], [0.8891, 1.9290, 0.8275], [-1.8135, 3.5034, 1.4164], [0.2235, 3.1837, 0.2562], [-2.3021, 3.6795, 2.8433], [-2.2034, 2.4446, 3.7493], [0.6851, -2.0712, -4.3233], [-0.6652, -0.7556, 3.3478], [-1.2479, 0.3790, 4.1830], [0.2621, -4.5926, -2.6155], [2.2605, 1.7354, 0.1532], [1.5337, -3.7558, -2.7063], [2.5462, 0.2650, -0.2199], [-0.8315, -1.8505, -4.2554], [1.0912, -1.4847, -2.0222], [0.4081, -0.6341, 3.2504], [-1.4051, -2.7661, -4.1714], [3.0704, 2.1436, 0.7521], [1.0678, 2.1225, 1.8813], [-3.1739, 1.9377, 3.7409], [1.1063, -1.1563, -4.7465], [-2.2883, 0.1157, 4.3818], [-1.1264, -1.4211, -5.2139], [-1.1553, -1.1471, -3.4967], [-0.2901, -4.6322, -3.5475], [3.5914, 0.0276, -0.0523], [2.1956, -4.2158, -3.4370], [-0.3497, 2.9112, -0.6257], [-0.3953, -4.3232, -1.7994], [-1.1664, -0.6993, 2.3899], [-3.3439, 3.9708, 2.8147], [2.0577, -3.7836, -1.7556], [1.9792, -0.4134, 0.4096], [0.8755, -2.8357, -5.0691], [2.2680, 2.2762, -0.7933], [-1.7609, 4.4988, 3.3167], [1.0289, 3.8412, -0.0488], [0.2637, 1.0512, 0.7344], [-0.9111, -1.7257, 3.7745], [0.5752, -5.6230, -2.4319], [-2.0602, 2.7990, 4.7764], [-0.6836, 0.5119, 5.1069]],
  "total_charge": 0,
  "energy_ha": -1626.43045,
  "homo_lumo_gap_ev": 7.9963
}